Record 1
{
  "formula": "CH4N4",
  "method": "ωB97M-V/def2-TZVPD",
  "molar_mass_g_mol": 72.071,
  "orbital_gap_ev": 9.28,
  "smiles": "[H]/N=N/C=N/N",
  "e_tot_ha": -259.40948,
  "species": ["C", "N", "N", "N", "N", "H", "H", "H", "H"],
  "xyz": [[0.26909, -0.61085, 0.10181], [1.59569, -0.50235, -0.17850], [1.97543, 0.66047, 0.12460], [-0.44783, 0.41115, -0.12351], [-1.76899, 0.34230, 0.09816], [-0.16437, -1.48909, 0.46884], [3.00360, 0.73717, -0.21584], [-2.06651, -0.56199, 0.18122], [-2.39612, 1.01318, -0.45678]],
  "forces_ev_per_a": [[-1.9, 1.2, -0.1], [2.2, 1.5, 0.4], [2.5, -1.0, -1.0], [-0.5, 1.0, -0.8], [-0.4, 3.5, -0.8], [-0.2, -1.7, 0.4], [-1.7, -0.2, 0.6], [-1.6, -2.6, 0.2], [1.8, -1.6, 1.1]]
}

***

Record 2
{
  "formula": "CH4N4O",
  "method": "ωB97M-V/def2-TZVPD",
  "molar_mass_g_mol": 88.070,
  "orbital_gap_ev": [7.01, 9.22],
  "e_tot_ha": -334.56207,
  "species": ["C", "N", "N", "N", "N", "O", "H", "H", "H", "H"],
  "xyz": [[-0.03119, 1.00241, 1.96921], [-1.05637, -0.67631, 0.70063], [0.88786, -1.88444, 0.95609], [0.65989, -2.73752, 1.76181], [-0.98150, 0.33853, 1.21695], [1.75438, -1.73434, 0.13244], [0.70328, 0.20168, 2.37920], [0.24414, 1.87158, 1.39256], [-0.53698, 1.23162, 2.89282], [1.28701, -3.56877, 1.85129]],
  "forces_ev_per_a": [[1.7, -1.4, 2.5], [0.4, -1.1, -0.4], [0.0, 1.1, -1.0], [-1.3, -2.1, 2.7], [-2.1, -0.3, -1.4], [0.8, 0.3, -0.8], [-0.2, 1.5, -1.4], [0.8, 0.2, 0.3], [-0.3, 0.9, 0.2], [0.2, 0.9, -0.8]]
}

***

Record 3
{
  "formula": "CH4N4O",
  "method": "ωB97M-V/def2-TZVPD",
  "molar_mass_g_mol": 88.070,
  "orbital_gap_ev": 8.72,
  "smiles": "[H]/N=N\\O/C(N)=N\\[H]",
  "e_tot_ha": -334.66590,
  "species": ["C", "N", "O", "N", "N", "N", "H", "H", "H", "H"],
  "xyz": [[-0.21993, 0.40624, -0.50643], [0.06338, 1.55904, -1.16654], [0.30573, 0.36194, 0.71478], [0.65039, -1.30781, 0.86670], [0.51027, -1.75484, 1.93675], [-0.69440, -0.60813, -1.16615], [-0.16509, 1.62673, -2.14267], [0.62487, 2.25647, -0.71117], [0.09266, -1.26641, 2.74184], [-1.16788, -1.27324, -0.56712]],
  "forces_ev_per_a": [[0.7, -1.6, -2.0], [0.0, 0.5, 0.3], [-0.5, -1.3, 1.3], [0.5, 0.9, 0.2], [-0.4, 0.0, 0.1], [-1.0, 1.4, 0.3], [-0.1, 0.0, 0.2], [0.1, -0.1, -0.2], [0.2, 0.4, -0.3], [0.5, -0.2, 0.1]]
}

***

Record 4
{
  "formula": "CH4N4O3",
  "method": "ωB97M-V/def2-TZVPD",
  "molar_mass_g_mol": 120.068,
  "orbital_gap_ev": 10.58,
  "smiles": "NO/[N+]([O-])=N/NC=O",
  "e_tot_ha": -485.03811,
  "species": ["C", "N", "N", "N", "N", "O", "O", "O", "H", "H", "H", "H"],
  "xyz": [[-0.10120, 1.80714, -1.31639], [0.04009, -2.73392, 0.95038], [0.24943, 1.83627, 0.00391], [0.78720, 0.76541, 0.68600], [0.13882, -0.30505, 0.52848], [0.71575, -1.54831, 1.18486], [0.02021, 0.86286, -2.04349], [-0.89627, -0.53770, -0.04575], [-0.51165, 2.78207, -1.62522], [0.12743, -2.99977, -0.02928], [-0.93863, -2.63980, 1.21411], [0.36884, 2.71082, 0.49238]],
  "forces_ev_per_a": [[0.0, 0.4, -0.1], [0.0, 1.0, -0.2], [-0.4, -0.4, 0.4], [0.8, -1.3, 0.5], [-1.5, -0.8, -0.7], [1.1, 0.6, 0.7], [0.1, -0.2, -0.3], [-0.2, 0.4, -0.1], [0.0, 0.0, 0.0], [-0.1, 0.2, 0.1], [0.1, 0.1, -0.1], [0.0, -0.1, -0.1]]
}

***

Record 5
{
  "formula": "CH4NO",
  "method": "ωB97M-V/def2-TZVPD",
  "molar_mass_g_mol": 46.049,
  "orbital_gap_ev": 7.54,
  "charge": -1,
  "smiles": "NC[O-]",
  "e_tot_ha": -170.46817,
  "species": ["N", "C", "O", "H", "H", "H", "H"],
  "xyz": [[0.76181, -0.59744, -0.01087], [-0.18776, 0.49744, 0.01262], [-1.53782, 0.22166, 0.07597], [0.42404, -1.17517, -0.84567], [0.24668, -1.18323, 0.66216], [0.14186, 1.11636, -0.81368], [0.15119, 1.12037, 0.91947]],
  "forces_ev_per_a": [[-1.3, -2.9, -0.8], [-1.8, 2.1, 1.4], [1.9, -0.2, -0.4], [0.8, 1.0, 0.7], [0.7, -0.2, 0.5], [-0.2, 0.6, -1.0], [-0.2, -0.4, -0.4]]
}

***

Record 6
{
  "formula": "CH4NO",
  "method": "ωB97M-V/def2-TZVPD",
  "molar_mass_g_mol": 46.049,
  "orbital_gap_ev": 7.47,
  "charge": -1,
  "e_tot_ha": -170.46203,
  "species": ["N", "C", "O", "H", "H", "H", "H"],
  "xyz": [[0.63098, 0.33599, -0.94415], [0.85299, -0.76386, -0.37572], [-1.33757, 0.70798, 0.96008], [0.27000, -1.12800, 0.46917], [-0.17087, 0.75849, -0.40822], [-1.88506, 1.49432, 1.08481], [1.63952, -1.40491, -0.78597]],
  "forces_ev_per_a": [[-0.2, 0.2, 0.0], [0.2, -0.2, -0.5], [-0.1, 0.2, -0.1], [-0.1, 0.1, 0.2], [-0.1, 0.0, 0.2], [0.1, -0.2, 0.0], [0.1, -0.2, 0.1]]
}

***

Record 7
{
  "formula": "CH4NO2",
  "method": "ωB97M-V/def2-TZVPD",
  "molar_mass_g_mol": 62.048,
  "orbital_gap_ev": [9.19, 6.29],
  "charge": 1,
  "e_tot_ha": -245.20525,
  "species": ["C", "N", "O", "O", "H", "H", "H", "H"],
  "xyz": [[-0.93784, -1.37395, 0.35428], [-1.04573, -0.23360, 0.67714], [1.01372, 1.53356, -1.03409], [0.81030, 1.15701, 0.26775], [-0.12057, -1.95119, -0.10483], [-1.76636, -2.08284, 0.52357], [0.18881, 1.82515, 0.62799], [1.85767, 1.12586, -1.31182]],
  "forces_ev_per_a": [[0.5, -2.7, -0.8], [0.2, 2.4, 0.4], [-0.5, 0.5, -0.5], [-0.2, -0.9, 0.4], [0.4, 0.5, -0.1], [-0.5, 0.3, 0.3], [0.1, 0.0, -0.4], [-0.1, -0.2, 0.5]]
}

***

Record 8
{
  "formula": "CH4NO2P",
  "method": "ωB97M-V/def2-TZVPD",
  "molar_mass_g_mol": 93.022,
  "orbital_gap_ev": [7.88, 7.61],
  "e_tot_ha": -587.02935,
  "species": ["C", "N", "O", "O", "P", "H", "H", "H", "H"],
  "xyz": [[-0.01640, 1.13953, -0.55512], [0.37355, -1.39158, 0.51231], [2.33702, -0.09757, -0.93825], [1.40560, 0.78270, 1.28530], [1.24307, -0.03443, -0.01526], [0.65247, 1.84031, -0.88960], [-0.88240, 1.45754, -0.05072], [0.95006, -2.17456, 0.72078], [-0.05096, -0.97939, 1.34830]],
  "forces_ev_per_a": [[2.0, -1.7, 3.0], [0.0, 1.5, -0.7], [1.3, -0.8, -1.7], [-1.3, 1.0, -1.8], [-1.7, -1.0, 2.5], [0.8, 2.6, -1.6], [-1.4, 0.1, 0.0], [0.3, -0.7, 0.3], [0.0, -0.9, 0.0]]
}

***

Record 9
{
  "formula": "CH4NO2P",
  "method": "ωB97M-V/def2-TZVPD",
  "molar_mass_g_mol": 93.022,
  "orbital_gap_ev": 10.14,
  "smiles": "NP=O.C=O",
  "e_tot_ha": -587.07706,
  "species": ["C", "N", "O", "O", "P", "H", "H", "H", "H"],
  "xyz": [[0.63181, -0.16604, 1.58922], [-0.02182, 0.52043, -1.60472], [1.54356, 0.59409, 1.31628], [-1.33812, -1.29713, -0.24391], [-1.41880, -0.50975, -1.47283], [0.71603, -1.17925, 1.62554], [-0.34206, 0.13759, 1.71630], [0.33445, 0.69886, -0.61134], [-0.10506, 1.20121, -2.31453]],
  "forces_ev_per_a": [[2.3, 2.4, -0.9], [-1.8, -2.5, 3.2], [-0.7, -0.6, 0.2], [0.2, -0.2, 0.8], [1.3, 1.3, -1.4], [0.9, -3.3, 0.2], [-2.6, 1.3, 0.5], [0.0, 0.4, -2.4], [0.3, 1.2, -0.4]]
}

***

Record 10
{
  "formula": "CH4NO2S",
  "method": "ωB97M-V/def2-TZVPD",
  "molar_mass_g_mol": 94.115,
  "orbital_gap_ev": 8.48,
  "charge": -1,
  "e_tot_ha": -644.01613,
  "species": ["S", "H", "H", "N", "C", "O", "O", "H", "H"],
  "xyz": [[-1.56312, 1.28203, 1.37990], [-0.95331, 1.58721, 2.53793], [-0.34693, 1.05400, 0.60311], [-0.24777, -0.93066, -0.93252], [1.01249, -0.24162, -0.78178], [1.95488, -0.63916, -1.47180], [0.99355, 0.71545, 0.05322], [-0.73932, -0.98395, -0.04968], [-0.11047, -1.84330, -1.33837]],
  "forces_ev_per_a": [[-0.4, 0.1, 0.1], [0.1, -0.1, -0.2], [0.5, -0.1, 0.2], [0.3, 0.1, 0.2], [-0.4, -0.5, -0.1], [0.1, 0.1, 0.0], [-0.1, 0.2, 0.0], [-0.1, 0.0, -0.1], [0.1, 0.0, 0.0]]
}